(1)
{
  "formula": "C50H58BaCl3N8O3S2Sb2",
  "method": "ωB97M-V with the def2-TZVPD basis set",
  "elements": ["Ba", "N", "C", "C", "C", "C", "C", "C", "C", "C", "N", "C", "H", "H", "H", "H", "H", "H", "H", "H", "C", "Sb", "C", "C", "C", "C", "C", "C", "C", "C", "C", "Sb", "C", "C", "H", "H", "H", "H", "H", "H", "H", "H", "H", "H", "H", "H", "H", "H", "H", "H", "H", "H", "H", "H", "C", "C", "N", "C", "C", "N", "H", "H", "H", "H", "H", "H", "Cl", "C", "C", "C", "C", "C", "C", "N", "C", "C", "N", "C", "O", "C", "C", "C", "Cl", "S", "C", "C", "C", "Cl", "C", "H", "H", "H", "H", "H", "H", "H", "H", "H", "H", "H", "H", "H", "C", "C", "O", "O", "H", "H", "H", "N", "C", "S", "N", "C", "C", "C", "C", "C", "C", "H", "H", "H", "H", "H", "H", "H", "H"],
  "positions_angstrom": [[-0.383, 0.577, -0.633], [2.326, 0.279, -2.171], [2.539, -0.625, -3.238], [3.577, -0.490, -4.118], [3.742, -1.393, -5.190], [2.874, -2.429, -5.364], [1.776, -2.582, -4.482], [0.821, -3.614, -4.633], [-0.239, -3.667, -3.781], [-0.355, -2.679, -2.781], [0.511, -1.712, -2.588], [1.589, -1.668, -3.424], [3.101, 0.918, -2.068], [2.226, -0.224, -1.290], [4.294, 0.316, -3.983], [4.577, -1.259, -5.867], [3.000, -3.137, -6.175], [0.944, -4.338, -5.432], [-1.003, -4.431, -3.859], [-1.231, -2.705, -2.142], [-2.857, 0.212, -5.188], [-1.590, 1.108, -3.723], [-2.997, 2.624, -3.125], [-0.347, 2.230, -5.120], [-0.766, 3.656, -5.294], [-1.786, 3.943, -6.208], [-2.284, 5.225, -6.371], [-1.758, 6.262, -5.613], [-0.731, 5.997, -4.721], [-0.215, 4.707, -4.546], [0.930, 4.517, -3.587], [0.432, 3.796, -1.613], [2.096, 4.728, -0.640], [-1.007, 5.301, -1.150], [-3.451, 0.978, -5.685], [-3.521, -0.501, -4.698], [-2.252, -0.317, -5.926], [-3.037, 3.442, -3.845], [-2.771, 3.002, -2.127], [-3.961, 2.110, -3.101], [-0.442, 1.692, -6.066], [0.684, 2.123, -4.783], [-2.196, 3.131, -6.801], [-3.073, 5.411, -7.090], [-2.131, 7.272, -5.728], [-0.303, 6.814, -4.149], [1.413, 5.482, -3.416], [1.691, 3.845, -3.993], [2.066, 5.797, -0.855], [3.039, 4.319, -1.006], [2.027, 4.565, 0.436], [-0.526, 6.276, -1.075], [-1.502, 5.049, -0.212], [-1.754, 5.329, -1.945], [4.542, 1.937, 0.355], [3.414, 1.965, 1.328], [2.209, 1.438, 1.217], [1.572, 1.693, 2.423], [2.391, 2.387, 3.254], [3.561, 2.551, 2.545], [4.242, 1.413, -0.545], [5.403, 1.405, 0.766], [4.866, 2.943, 0.080], [0.565, 1.347, 2.618], [2.257, 2.768, 4.255], [4.386, 3.033, 2.858], [-1.858, 0.713, 6.322], [-0.846, -0.559, 5.715], [0.418, -0.251, 5.238], [1.236, -1.275, 4.798], [0.833, -2.610, 4.827], [1.770, -3.740, 4.442], [2.648, -3.405, 3.242], [1.818, -2.972, 2.134], [0.768, -3.647, 1.553], [0.252, -2.796, 0.627], [0.968, -1.615, 0.616], [1.889, -1.760, 1.541], [2.499, -4.241, 5.554], [3.818, -3.785, 5.807], [3.937, -2.344, 6.210], [3.289, -1.764, 7.258], [2.199, -2.522, 8.337], [3.623, -0.093, 7.410], [4.670, -0.136, 6.058], [4.744, -1.386, 5.526], [-0.465, -2.862, 5.273], [-1.111, -4.484, 5.317], [-1.311, -1.859, 5.724], [0.753, 0.779, 5.229], [2.226, -1.014, 4.436], [1.154, -4.587, 4.155], [3.230, -4.282, 2.957], [3.348, -2.596, 3.449], [0.483, -4.642, 1.857], [-0.599, -2.967, -0.013], [2.616, -1.015, 1.835], [4.472, -3.966, 4.948], [4.169, -4.433, 6.608], [5.206, 0.748, 5.739], [5.373, -1.635, 4.675], [-2.303, -2.099, 6.082], [-2.718, 2.393, 2.673], [-2.025, 1.693, 1.530], [-1.261, 0.727, 1.775], [-2.217, 2.118, 0.345], [-3.198, 1.661, 3.322], [-3.439, 3.126, 2.314], [-1.965, 2.900, 3.283], [-4.689, 0.529, 0.069], [-4.428, -0.758, -0.177], [-3.039, -1.256, -1.014], [-5.363, -1.635, 0.255], [-5.253, -3.061, 0.284], [-4.196, -3.674, 0.948], [-4.141, -5.057, 1.001], [-5.142, -5.824, 0.416], [-6.204, -5.204, -0.222], [-6.260, -3.817, -0.292], [-3.950, 1.209, -0.060], [-5.448, 0.786, 0.679], [-6.270, -1.261, 0.484], [-3.435, -3.068, 1.422], [-3.322, -5.543, 1.520], [-5.097, -6.905, 0.468], [-6.991, -5.794, -0.673], [-7.078, -3.323, -0.805]],
  "de_lowest_ev": 0.390,
  "total_charge": 1,
  "orbital_gap_ha": 0.2903,
  "homo_ev": -9.8
}


(2)
{
  "formula": "C50H58NO2",
  "method": "ωB97M-V with the def2-TZVPD basis set",
  "elements": ["C", "C", "O", "O", "C", "N", "C", "C", "C", "C", "C", "H", "H", "H", "H", "H", "H", "H", "H", "H", "H", "H", "H", "H", "H", "H", "H", "C", "C", "C", "C", "C", "C", "H", "H", "H", "H", "H", "H", "C", "C", "C", "C", "C", "C", "H", "H", "H", "H", "H", "H", "C", "C", "C", "C", "C", "C", "H", "H", "H", "H", "H", "H", "C", "C", "C", "C", "C", "C", "H", "H", "H", "H", "H", "H", "C", "C", "C", "C", "C", "C", "H", "H", "H", "H", "H", "H", "C", "C", "C", "C", "C", "C", "H", "H", "H", "H", "H", "H", "C", "C", "C", "C", "C", "C", "H", "H", "H", "H", "H", "H"],
  "positions_angstrom": [[-6.776, -0.009, 2.160], [-6.268, 1.200, 1.233], [-6.327, 2.406, 1.584], [-5.700, 0.814, -0.023], [-4.304, 1.331, -0.067], [-3.484, 0.850, 1.045], [-2.834, -0.446, 0.733], [-1.705, -0.392, -0.403], [-0.291, 0.183, 0.086], [-0.365, 1.172, 1.338], [0.296, 1.052, -1.156], [-6.771, -0.951, 1.515], [-7.857, 0.136, 2.516], [-6.033, -0.063, 3.034], [-4.351, 2.481, -0.005], [-3.909, 1.064, -1.107], [-2.443, -0.975, 1.682], [-3.672, -1.144, 0.330], [-1.514, -1.489, -0.726], [-2.000, 0.161, -1.352], [0.437, -0.652, 0.355], [-1.027, 2.084, 1.096], [-0.813, 0.714, 2.283], [0.704, 1.573, 1.507], [0.288, 0.355, -2.057], [1.324, 1.492, -0.947], [-0.466, 1.886, -1.383], [-1.789, -1.637, 4.549], [-2.249, -0.335, 4.726], [-2.055, 0.312, 5.943], [-1.391, -0.340, 6.980], [-0.928, -1.640, 6.801], [-1.131, -2.290, 5.587], [-1.943, -2.142, 3.602], [-2.760, 0.176, 3.914], [-2.419, 1.324, 6.084], [-1.236, 0.166, 7.927], [-0.410, -2.147, 7.608], [-0.775, -3.305, 5.448], [-0.228, 0.236, -5.124], [-0.806, 1.369, -5.689], [-0.005, 2.328, -6.299], [1.375, 2.151, -6.351], [1.952, 1.017, -5.788], [1.151, 0.062, -5.171], [-0.853, -0.511, -4.645], [-1.882, 1.503, -5.654], [-0.454, 3.214, -6.734], [2.000, 2.897, -6.831], [3.027, 0.878, -5.831], [1.601, -0.820, -4.727], [0.033, 2.176, -12.139], [-0.929, 1.469, -11.425], [-0.621, 0.938, -10.177], [0.648, 1.122, -9.637], [1.610, 1.833, -10.349], [1.304, 2.356, -11.601], [-0.207, 2.587, -13.114], [-1.921, 1.330, -11.843], [-1.369, 0.381, -9.624], [0.887, 0.713, -8.662], [2.599, 1.978, -9.927], [2.056, 2.905, -12.158], [-1.217, 3.992, 4.046], [-1.564, 4.947, 3.096], [-0.804, 6.104, 2.962], [0.311, 6.302, 3.772], [0.660, 5.345, 4.720], [-0.106, 4.192, 4.860], [-1.813, 3.091, 4.152], [-2.429, 4.789, 2.460], [-1.078, 6.852, 2.226], [0.907, 7.202, 3.664], [1.531, 5.498, 5.350], [0.163, 3.448, 5.602], [1.183, -5.205, -4.189], [0.720, -3.905, -4.014], [0.891, -3.264, -2.792], [1.534, -3.919, -1.746], [2.000, -5.218, -1.922], [1.821, -5.863, -3.142], [1.047, -5.707, -5.142], [0.225, -3.391, -4.832], [0.523, -2.252, -2.653], [1.671, -3.417, -0.795], [2.503, -5.729, -1.107], [2.180, -6.878, -3.277], [2.158, -4.095, 5.032], [3.208, -4.876, 5.504], [4.012, -5.576, 4.610], [3.771, -5.487, 3.242], [2.723, -4.703, 2.770], [1.913, -4.010, 3.664], [1.529, -3.551, 5.729], [3.399, -4.939, 6.570], [4.826, -6.190, 4.979], [4.401, -6.029, 2.544], [2.536, -4.632, 1.703], [1.093, -3.403, 3.297], [2.331, 0.153, 5.285], [1.750, 1.286, 4.725], [2.548, 2.252, 4.120], [3.928, 2.079, 4.067], [4.509, 0.944, 4.624], [3.711, -0.017, 5.237], [1.708, -0.598, 5.760], [0.673, 1.416, 4.760], [2.095, 3.137, 3.689], [4.550, 2.829, 3.591], [5.585, 0.809, 4.582], [4.165, -0.900, 5.676]],
  "total_charge": -1,
  "orbital_gap_ha": 0.1816,
  "homo_ev": -2.7
}


(3)
{
  "formula": "C50H60F3N12O2",
  "method": "ωB97M-V with the def2-TZVPD basis set",
  "elements": ["N", "C", "C", "C", "C", "O", "O", "C", "C", "N", "C", "C", "C", "F", "C", "F", "F", "H", "H", "H", "H", "H", "H", "H", "H", "H", "H", "N", "C", "C", "C", "C", "H", "H", "H", "H", "H", "N", "C", "C", "C", "C", "H", "H", "H", "H", "H", "N", "C", "C", "C", "C", "H", "H", "H", "H", "H", "N", "C", "C", "C", "C", "H", "H", "H", "H", "H", "N", "C", "C", "C", "C", "H", "H", "H", "H", "H", "N", "C", "C", "C", "C", "H", "H", "H", "H", "H", "N", "C", "C", "C", "C", "H", "H", "H", "H", "H", "N", "C", "C", "C", "C", "H", "H", "H", "H", "H", "N", "C", "C", "C", "C", "H", "H", "H", "H", "H", "N", "C", "C", "C", "C", "H", "H", "H", "H", "H"],
  "positions_angstrom": [[-6.443, -1.105, -0.582], [-5.842, 0.193, -0.299], [-4.467, 0.421, -0.825], [-3.806, 1.701, -0.555], [-2.356, 1.878, -1.083], [-1.760, 0.923, -1.502], [-1.765, 3.135, -1.066], [-4.571, 2.722, 0.200], [-5.917, 2.395, 0.673], [-6.529, 1.162, 0.427], [-7.878, 0.847, 0.956], [-8.947, 2.012, 0.802], [-9.783, 1.791, -0.517], [-10.497, 0.613, -0.659], [-9.748, 2.811, -1.461], [-8.539, 3.058, -2.078], [-10.825, 3.584, -1.763], [-6.342, -1.223, -1.596], [-5.965, -1.846, -0.067], [-3.921, -0.371, -1.387], [-1.046, 3.082, -0.404], [-4.059, 3.693, 0.404], [-6.479, 3.158, 1.271], [-8.332, -0.086, 0.542], [-7.754, 0.667, 2.068], [-9.692, 1.867, 1.642], [-8.527, 3.045, 0.868], [1.696, 4.325, 0.773], [2.469, 4.446, 1.899], [2.297, 5.713, 2.395], [1.383, 6.383, 1.542], [1.027, 5.502, 0.553], [1.631, 3.502, 0.200], [3.073, 3.622, 2.246], [2.775, 6.115, 3.275], [1.026, 7.396, 1.643], [0.359, 5.610, -0.288], [-3.433, -2.598, 0.365], [-2.117, -2.353, 0.062], [-1.355, -3.284, 0.716], [-2.240, -4.127, 1.437], [-3.514, -3.683, 1.201], [-4.211, -2.067, 0.028], [-1.841, -1.539, -0.590], [-0.279, -3.353, 0.679], [-1.971, -4.966, 2.060], [-4.469, -4.041, 1.552], [-0.361, -7.264, 3.549], [-0.621, -8.103, 4.600], [-0.651, -9.387, 4.118], [-0.395, -9.321, 2.725], [-0.217, -8.000, 2.403], [-0.287, -6.263, 3.610], [-0.763, -7.715, 5.596], [-0.836, -10.275, 4.702], [-0.345, -10.150, 2.035], [-0.002, -7.521, 1.461], [3.000, 10.306, -1.841], [2.746, 9.454, -0.800], [2.733, 8.175, -1.294], [2.996, 8.258, -2.685], [3.159, 9.585, -2.993], [3.062, 11.307, -1.770], [2.595, 9.831, 0.199], [2.556, 7.280, -0.720], [3.059, 7.437, -3.383], [3.372, 10.077, -3.928], [-3.160, -11.219, 2.853], [-2.305, -12.276, 2.685], [-3.060, -13.405, 2.497], [-4.422, -13.016, 2.548], [-4.453, -11.663, 2.766], [-2.881, -10.265, 3.016], [-1.237, -12.133, 2.715], [-2.675, -14.401, 2.339], [-5.284, -13.657, 2.436], [-5.280, -10.979, 2.867], [5.840, 5.017, 0.924], [6.131, 5.519, 2.164], [7.464, 5.838, 2.189], [7.998, 5.522, 0.913], [6.972, 5.021, 0.154], [4.935, 4.697, 0.626], [5.366, 5.603, 2.919], [7.996, 6.254, 3.030], [9.019, 5.649, 0.587], [6.949, 4.666, -0.864], [1.685, -3.300, -3.570], [1.336, -1.983, -3.445], [0.116, -1.927, -2.819], [-0.283, -3.263, -2.552], [0.707, -4.086, -3.024], [2.531, -3.638, -3.996], [1.983, -1.203, -3.811], [-0.428, -1.026, -2.580], [-1.191, -3.583, -2.069], [0.798, -5.161, -3.020], [4.416, 6.190, -5.878], [5.243, 5.216, -6.369], [4.541, 4.492, -7.298], [3.240, 5.054, -7.375], [3.194, 6.101, -6.490], [4.667, 6.866, -5.177], [6.257, 5.122, -6.014], [4.918, 3.653, -7.861], [2.430, 4.729, -8.009], [2.401, 6.788, -6.243], [-2.829, -10.644, -1.471], [-3.089, -11.485, -0.420], [-3.119, -12.767, -0.904], [-2.862, -12.700, -2.299], [-2.685, -11.378, -2.619], [-2.755, -9.644, -1.409], [-3.230, -11.096, 0.576], [-3.304, -13.655, -0.322], [-2.813, -13.527, -2.989], [-2.470, -10.898, -3.560], [10.062, 8.419, 3.581], [10.833, 8.541, 4.706], [10.659, 9.807, 5.203], [9.743, 10.473, 4.349], [9.390, 9.592, 3.360], [9.997, 7.597, 3.007], [11.438, 7.718, 5.053], [11.135, 10.209, 6.083], [9.383, 11.485, 4.449], [8.723, 9.696, 2.520]],
  "total_charge": 1,
  "orbital_gap_ha": 0.1238,
  "homo_ev": -8.8
}


(4)
{
  "formula": "C50H60IMnN3O3PTe",
  "method": "ωB97M-V with the def2-TZVPD basis set",
  "elements": ["Mn", "N", "C", "N", "C", "C", "C", "C", "C", "H", "H", "H", "H", "H", "H", "H", "H", "H", "H", "C", "C", "C", "C", "C", "C", "Te", "N", "C", "O", "C", "C", "C", "C", "C", "C", "C", "C", "C", "C", "C", "C", "C", "C", "C", "C", "H", "H", "H", "H", "H", "H", "H", "H", "H", "H", "H", "H", "H", "H", "H", "H", "H", "H", "H", "H", "H", "H", "H", "I", "C", "C", "C", "C", "C", "C", "C", "O", "O", "H", "H", "H", "H", "C", "C", "C", "C", "P", "C", "C", "C", "C", "C", "C", "C", "C", "C", "C", "H", "H", "H", "H", "H", "H", "H", "H", "H", "H", "H", "H", "H", "H", "H", "H", "H", "H", "H", "H", "H", "H", "H"],
  "positions_angstrom": [[-0.030, 0.257, 0.246], [-1.040, -0.851, -0.903], [-1.430, -1.720, -1.565], [-1.869, -2.687, -2.290], [-0.995, -3.351, -3.291], [-1.832, -4.284, -4.157], [-3.083, -3.564, -4.663], [-3.974, -3.068, -3.499], [-3.256, -3.173, -2.157], [-0.202, -3.897, -2.777], [-0.536, -2.581, -3.913], [-2.107, -5.183, -3.602], [-1.215, -4.605, -4.995], [-3.651, -4.225, -5.315], [-2.766, -2.714, -5.271], [-4.888, -3.657, -3.429], [-4.267, -2.032, -3.671], [-3.221, -4.210, -1.819], [-3.761, -2.587, -1.391], [4.964, 6.643, -3.722], [4.098, 5.773, -2.860], [4.263, 5.748, -1.479], [3.415, 5.029, -0.654], [3.657, 5.062, 0.839], [2.369, 4.295, -1.246], [0.979, 3.651, 0.229], [-0.172, 2.283, -0.649], [-1.468, 2.204, -0.257], [-1.737, 1.214, 0.489], [-2.559, 3.040, -0.760], [-3.767, 3.071, -0.055], [-4.850, 3.749, -0.582], [-4.738, 4.384, -1.814], [-3.547, 4.337, -2.525], [-2.456, 3.667, -1.999], [-0.280, 5.361, 0.080], [-0.499, 5.942, -1.166], [-1.339, 7.032, -1.284], [-1.946, 7.553, -0.150], [-1.700, 6.992, 1.091], [-0.857, 5.890, 1.241], [-0.593, 5.380, 2.638], [2.241, 4.214, -2.638], [1.274, 3.305, -3.351], [3.107, 4.974, -3.414], [5.900, 6.886, -3.221], [4.445, 7.580, -3.932], [5.183, 6.166, -4.676], [5.072, 6.313, -1.031], [4.680, 5.369, 1.044], [3.513, 4.080, 1.294], [2.997, 5.781, 1.334], [-3.838, 2.557, 0.895], [-5.791, 3.773, -0.049], [-5.589, 4.910, -2.229], [-3.473, 4.803, -3.499], [-1.534, 3.583, -2.558], [0.012, 5.555, -2.039], [-1.512, 7.480, -2.254], [-2.597, 8.414, -0.227], [-2.164, 7.415, 1.974], [-1.524, 5.251, 3.188], [0.002, 6.107, 3.194], [-0.054, 4.435, 2.652], [0.666, 2.728, -2.665], [1.834, 2.602, -3.969], [0.627, 3.873, -4.024], [2.998, 4.931, -4.492], [8.605, 0.477, -1.004], [6.538, 0.444, -0.664], [5.678, 0.046, -1.681], [4.315, 0.027, -1.455], [3.812, 0.435, -0.220], [4.680, 0.835, 0.794], [6.046, 0.827, 0.579], [2.375, 0.363, 0.049], [1.814, 1.109, 0.915], [1.613, -0.470, -0.532], [6.081, -0.258, -2.638], [3.631, -0.298, -2.228], [4.281, 1.118, 1.761], [6.727, 1.108, 1.371], [1.190, 0.966, 3.944], [0.920, -0.539, 3.770], [2.210, -1.247, 3.333], [0.455, -1.069, 5.131], [-0.399, -0.797, 2.429], [-1.853, -0.011, 3.215], [-1.887, 1.386, 3.263], [-2.963, 2.053, 3.822], [-4.029, 1.337, 4.350], [-3.997, -0.048, 4.333], [-2.918, -0.716, 3.772], [-0.762, -2.629, 2.145], [-0.760, -3.508, 3.399], [0.327, -3.148, 1.190], [-2.141, -2.719, 1.450], [2.121, 1.081, 4.502], [0.397, 1.435, 4.525], [1.308, 1.489, 2.999], [3.027, -0.951, 3.994], [2.486, -0.986, 2.311], [2.116, -2.330, 3.407], [1.129, -0.665, 5.890], [0.499, -2.152, 5.202], [-0.556, -0.741, 5.376], [-1.065, 1.956, 2.851], [-2.976, 3.135, 3.844], [-4.871, 1.860, 4.782], [-4.822, -0.612, 4.745], [-2.907, -1.794, 3.796], [0.245, -3.646, 3.795], [-1.134, -4.496, 3.121], [-1.394, -3.115, 4.192], [1.311, -3.137, 1.655], [0.384, -2.556, 0.277], [0.107, -4.183, 0.921], [-2.924, -2.984, 2.158], [-2.112, -3.504, 0.691], [-2.431, -1.784, 0.971]],
  "total_charge": 2,
  "spin_multiplicity": 3,
  "orbital_gap_ha": [0.2507, 0.2708],
  "homo_ev": [-12.8, -12.8]
}